C65H65N13 | ωB97M-V/def2-TZVPD

The geometry in XYZ format:
```
143
Properties=species:S:1:pos:R:3:lowdin_charge:R:1
N 14.87 -14.98 -12.54 0.0669
C 15.83 -14.66 -13.41 -0.1488
C 17.13 -14.42 -13.03 -0.0605
C 17.48 -14.61 -11.70 -0.0752
C 16.49 -14.96 -10.80 -0.0815
C 15.21 -15.16 -11.27 -0.1661
H 15.45 -14.63 -14.42 0.0841
H 17.85 -14.03 -13.73 0.0812
H 18.48 -14.44 -11.33 0.1046
H 16.69 -15.05 -9.74 0.1023
H 14.38 -15.41 -10.62 0.1016
N 9.64 -14.26 -12.19 0.0524
C 8.75 -14.73 -13.05 -0.1629
C 9.05 -15.65 -14.04 -0.0747
C 10.38 -16.07 -14.15 -0.0825
C 11.32 -15.54 -13.29 -0.0648
C 10.90 -14.58 -12.38 -0.1654
H 7.74 -14.35 -12.91 0.1008
H 8.32 -16.10 -14.69 0.0945
H 10.59 -16.81 -14.90 0.0786
H 12.36 -15.83 -13.35 0.0815
H 11.66 -14.06 -11.80 0.0997
N 16.10 -12.79 -17.84 0.0577
C 16.78 -11.99 -18.67 -0.1542
C 16.72 -10.62 -18.60 -0.0670
C 16.10 -10.05 -17.50 -0.0803
C 15.49 -10.86 -16.58 -0.0634
C 15.50 -12.23 -16.81 -0.1506
H 17.14 -12.51 -19.56 0.1037
H 17.29 -10.01 -19.29 0.1027
H 16.19 -8.99 -17.31 0.1089
H 15.07 -10.52 -15.64 0.1067
H 15.06 -12.90 -16.09 0.0964
N 17.02 -21.06 -17.23 0.0606
C 17.15 -22.38 -17.30 -0.1714
C 16.15 -23.27 -16.95 -0.0699
C 14.99 -22.73 -16.41 -0.0768
C 14.86 -21.36 -16.24 -0.0676
C 15.92 -20.57 -16.68 -0.1705
H 18.06 -22.68 -17.80 0.1037
H 16.24 -24.33 -17.13 0.0998
H 14.22 -23.42 -16.08 0.1074
H 13.97 -21.03 -15.71 0.0689
H 15.82 -19.49 -16.68 0.0788
N 17.59 -21.68 -12.31 0.0623
C 17.55 -21.55 -10.99 -0.1604
C 16.94 -20.49 -10.35 -0.0877
C 16.33 -19.54 -11.13 -0.0985
C 16.32 -19.67 -12.50 -0.0727
C 16.99 -20.75 -13.05 -0.1394
H 17.96 -22.38 -10.42 0.1032
H 16.94 -20.38 -9.28 0.1074
H 15.76 -18.73 -10.68 0.1043
H 15.82 -18.98 -13.18 0.0903
H 17.15 -20.89 -14.12 0.0953
N 11.53 -20.28 -15.50 0.0570
C 11.09 -20.50 -16.73 -0.1517
C 9.84 -20.11 -17.16 -0.0738
C 8.96 -19.59 -16.21 -0.0698
C 9.47 -19.31 -14.96 -0.0792
C 10.77 -19.63 -14.65 -0.1587
H 11.80 -20.94 -17.44 0.0955
H 9.43 -20.46 -18.10 0.1050
H 7.94 -19.35 -16.49 0.1054
H 8.83 -18.82 -14.23 0.1057
H 11.21 -19.40 -13.68 0.0833
N 18.17 -15.96 -20.52 0.0627
C 18.56 -15.37 -21.65 -0.1632
C 19.88 -15.28 -22.07 -0.0725
C 20.86 -15.81 -21.24 -0.0822
C 20.48 -16.45 -20.07 -0.0868
C 19.13 -16.48 -19.76 -0.1681
H 17.78 -14.84 -22.19 0.1002
H 20.10 -14.69 -22.95 0.0997
H 21.90 -15.62 -21.47 0.1058
H 21.20 -16.86 -19.38 0.1060
H 18.78 -16.96 -18.85 0.1046
N 13.63 -16.47 -17.74 0.0750
C 13.38 -17.39 -16.82 -0.1640
C 14.27 -17.77 -15.82 -0.0884
C 15.51 -17.17 -15.79 -0.0983
C 15.82 -16.22 -16.76 -0.0645
C 14.84 -15.90 -17.68 -0.1352
H 12.38 -17.78 -16.64 0.0929
H 13.97 -18.49 -15.07 0.0914
H 16.17 -17.45 -14.97 0.1029
H 16.75 -15.67 -16.68 0.0868
H 14.97 -15.10 -18.39 0.0731
N 12.88 -19.28 -11.79 0.0691
C 13.25 -20.41 -12.34 -0.1796
C 13.76 -21.48 -11.60 -0.0599
C 13.92 -21.33 -10.23 -0.1008
C 13.48 -20.18 -9.65 -0.0835
C 12.96 -19.18 -10.46 -0.1495
H 13.15 -20.59 -13.41 0.0820
H 14.18 -22.36 -12.07 0.1103
H 14.36 -22.16 -9.68 0.1137
H 13.47 -20.01 -8.58 0.1065
H 12.67 -18.21 -10.08 0.1046
N 11.84 -20.00 -20.25 0.0574
C 12.85 -19.17 -20.01 -0.1648
C 14.17 -19.58 -19.89 -0.0712
C 14.44 -20.92 -19.99 -0.0864
C 13.42 -21.82 -20.24 -0.0699
C 12.14 -21.30 -20.34 -0.1759
H 12.70 -18.10 -20.00 0.0987
H 14.99 -18.89 -19.71 0.1057
H 15.45 -21.29 -19.83 0.1019
H 13.55 -22.90 -20.19 0.1008
H 11.28 -21.91 -20.62 0.1019
N 19.55 -14.81 -15.58 0.0600
C 19.69 -14.58 -16.88 -0.1520
C 20.88 -14.14 -17.46 -0.0725
C 21.99 -14.00 -16.65 -0.0698
C 21.85 -14.30 -15.30 -0.0768
C 20.65 -14.75 -14.83 -0.1623
H 18.79 -14.55 -17.48 0.0866
H 20.82 -13.93 -18.52 0.1000
H 22.95 -13.63 -16.99 0.1066
H 22.66 -14.14 -14.59 0.1030
H 20.55 -15.22 -13.86 0.1053
N 11.28 -11.17 -21.36 0.0518
C 11.11 -11.56 -20.11 -0.1579
C 11.97 -12.42 -19.44 -0.0736
C 13.14 -12.77 -20.09 -0.0773
C 13.29 -12.44 -21.43 -0.0772
C 12.31 -11.65 -22.01 -0.1755
H 10.28 -11.15 -19.53 0.1019
H 11.80 -12.68 -18.41 0.0847
H 13.85 -13.43 -19.59 0.0819
H 14.12 -12.87 -21.96 0.0966
H 12.48 -11.32 -23.03 0.1005
N 9.64 -13.99 -17.68 0.0614
C 8.32 -13.78 -17.73 -0.1490
C 7.40 -14.81 -17.86 -0.0785
C 7.86 -16.10 -18.02 -0.0884
C 9.23 -16.33 -18.08 -0.0673
C 10.06 -15.24 -17.89 -0.1486
H 8.01 -12.76 -17.52 0.1036
H 6.34 -14.60 -17.77 0.1005
H 7.21 -16.97 -18.04 0.1013
H 9.68 -17.29 -18.29 0.0929
H 11.15 -15.33 -17.92 0.0870
```

Summary:
E_LUMO = 0.54 eV
Relative energy (zero: lowest compared OMol25 entry of this formula, charge and spin) = 29.8 kJ/mol
Strongest force on any atom = 0.0369 Eh/bohr
HOMO-LUMO gap = 9.620 eV
Energy = -3227.612547 Eh